A structure of composition C31H76N5Na2O13 in a non-equilibrium geometry. Source: OMol25; level of theory: ωB97M-V/def2-TZVPD.

Structure (XYZ):
```
127
Properties=species:S:1:pos:R:3
Na 0.15225 -2.21624 -1.87731
Na -2.94758 -1.18739 -0.08408
O 0.74958 -0.43854 1.63363
C 0.08041 0.01639 0.60756
O -1.04923 0.46197 0.78334
O 0.70871 0.07077 -0.51428
H 0.16056 -0.04921 2.28407
C -4.38007 2.28101 -3.51998
O -4.03539 1.52754 -2.43272
C -3.31545 1.98480 -1.28549
C -2.00362 2.56619 -1.71184
N -1.10031 1.59420 -2.30851
C -0.04912 2.41800 -2.99304
C 0.86099 1.55506 -3.86112
O 0.20191 1.32769 -5.18468
C 0.44253 2.12086 -6.25760
H -3.54305 2.62514 -4.12750
H -5.08667 3.07950 -3.29360
H -4.87092 1.58067 -4.19577
H -3.28493 1.15730 -0.57669
H -3.95111 2.78213 -0.90040
H -1.62169 3.06372 -0.82039
H -2.36232 3.35931 -2.36790
H -0.58660 1.17693 -1.54557
H 0.61835 2.89973 -2.27853
H -0.36943 3.22644 -3.65025
H 1.02411 0.62214 -3.32154
H 1.92200 1.80012 -3.90897
H 1.45506 1.88020 -6.58159
H 0.35975 3.15132 -5.91206
H -0.15724 1.88361 -7.13629
C 5.18128 -2.98239 -6.43557
O 5.08739 -1.59150 -6.76503
C 4.98944 -0.70504 -5.68920
C 3.82674 -1.05287 -4.72191
N 4.24603 -1.90647 -3.54836
C 5.05820 -1.16738 -2.54382
C 4.43184 0.06005 -1.90144
O 4.61718 1.24461 -2.57954
C 5.85680 1.96306 -2.46534
H 5.73527 -3.47704 -7.23340
H 4.17286 -3.39099 -6.50072
H 5.61636 -3.37883 -5.51817
H 4.66993 0.25412 -6.09665
H 5.90026 -0.68587 -5.09074
H 3.11882 -1.62190 -5.32452
H 3.43920 -0.08961 -4.39018
H 3.39538 -2.29016 -3.16199
H 6.06054 -0.93697 -2.90483
H 5.37744 -1.74133 -1.67389
H 4.66845 0.21752 -0.84915
H 3.35137 -0.08058 -1.87152
H 6.10599 2.11307 -1.41487
H 5.50609 2.93122 -2.82279
H 6.59524 1.49029 -3.11288
C -2.57512 -1.69199 3.52061
O -3.31758 -2.01541 2.31124
C -4.76818 -2.39316 2.34786
C -5.11025 -2.82966 0.97858
N -5.16113 -1.73285 0.03789
C -6.43385 -1.15199 -0.15558
C -6.66815 -0.50073 -1.53782
O -7.47492 -1.31089 -2.41958
C -7.68262 -0.84034 -3.70635
H -1.53801 -1.40827 3.34172
H -2.59732 -2.52959 4.21777
H -3.01202 -0.86895 4.08613
H -5.36836 -1.60680 2.80561
H -4.99199 -3.22764 3.01243
H -5.99788 -3.45354 0.87376
H -4.25689 -3.43663 0.67615
H -4.73443 -1.89595 -0.86291
H -6.55019 -0.42521 0.64839
H -7.20650 -1.89767 0.03167
H -5.69783 -0.14893 -1.88827
H -7.34198 0.32691 -1.31634
H -8.19872 0.11963 -3.69213
H -8.31711 -1.51266 -4.28384
H -6.69373 -0.86583 -4.16412
C 2.63096 1.65981 7.02047
O 1.84670 2.15944 6.02078
C 2.65006 2.92322 5.06749
C 1.75543 3.04672 3.73322
N 0.44671 3.55654 4.12715
C -0.63021 3.37075 3.16474
C -1.88423 4.03606 3.82814
O -2.70843 3.00605 4.25526
C -3.79332 2.65399 3.35008
H 2.73517 2.49106 7.71780
H 3.62390 1.42037 6.63989
H 2.22906 0.80790 7.56894
H 3.64528 2.52234 4.87531
H 2.84172 3.96308 5.33218
H 1.60623 2.05866 3.29781
H 2.23446 3.60272 2.92731
H 0.32494 2.91475 4.89746
H -0.60168 2.30247 2.95012
H -0.59177 3.90236 2.21395
H -2.40263 4.66813 3.10714
H -1.64178 4.72431 4.63785
H -4.35100 3.55981 3.11219
H -4.53246 1.95625 3.74371
H -3.31143 2.19718 2.48567
C 0.20601 -1.48345 6.76495
O 0.76396 -2.43426 5.90952
C 1.52365 -1.83188 4.88048
C 1.77982 -2.87859 3.71470
N 2.47475 -2.32764 2.50686
C 2.44260 -3.23628 1.35599
C 2.96429 -2.41933 0.11907
O 2.51173 -2.99657 -1.15050
C 3.23101 -4.21730 -1.59042
H -0.51374 -1.98485 7.41198
H -0.43999 -0.74702 6.28698
H 1.02307 -1.15222 7.40590
H 2.52287 -1.72635 5.30300
H 1.12009 -0.86126 4.59215
H 0.85974 -3.27300 3.28344
H 2.40091 -3.73515 3.97675
H 1.97631 -1.48355 2.26361
H 1.45890 -3.56604 1.02177
H 3.14791 -4.06604 1.30982
H 4.04248 -2.47089 0.27056
H 2.74140 -1.35374 0.17314
H 2.85492 -5.02172 -0.95831
H 4.22108 -4.05074 -1.16601
H 3.22989 -4.38400 -2.66760
```

Computed properties:
* lowest unoccupied orbital energy: -4.55 eV
* molar mass: 772.95 Da
* orbital gap: 5.876 eV
* net charge: +1
* energy relative to the best compared isomer or geometry (same formula, charge and spin): 5.526 eV